1.
{"formula": "C21H19ClN2O4S", "method": "ωB97M-V/def2-TZVPD", "spin_multiplicity": 1, "smiles": "O=C(O)c1cccc(N[C@H](CNS(=O)(=O)c2ccc(Cl)cc2)c2ccccc2)c1", "molar_mass_da": 430.91, "relative_energy_kcal_mol": 32.1, "e_lumo_ev": 0.26, "energy_ha": -2080.52590, "symbols": ["O", "C", "O", "C", "C", "C", "C", "C", "N", "C", "C", "N", "S", "O", "O", "C", "C", "C", "C", "Cl", "C", "C", "C", "C", "C", "C", "C", "C", "C", "H", "H", "H", "H", "H", "H", "H", "H", "H", "H", "H", "H", "H", "H", "H", "H", "H", "H", "H"], "positions_angstrom": [[-3.45978, -4.18259, 1.36841], [-3.08817, -3.05041, 1.17729], [-3.44412, -2.04664, 2.00125], [-2.22016, -2.62137, 0.06316], [-1.73339, -3.59047, -0.81164], [-0.91945, -3.20294, -1.86071], [-0.58856, -1.87377, -2.03523], [-1.07377, -0.88717, -1.16512], [-0.76432, 0.43128, -1.41837], [-0.73446, 1.44283, -0.37893], [0.19049, 1.02308, 0.79701], [1.36184, 0.29287, 0.34986], [2.34806, 1.09700, -0.74632], [2.07521, 0.63961, -2.08504], [2.25753, 2.49862, -0.47486], [3.94469, 0.48070, -0.24207], [4.60613, 1.11174, 0.79396], [5.83005, 0.62583, 1.21787], [6.36864, -0.49156, 0.59165], [7.89100, -1.10130, 1.11456], [5.70340, -1.12289, -0.45151], [4.47963, -0.62854, -0.86800], [-2.13047, 1.83039, 0.06603], [-3.18719, 1.71460, -0.83106], [-4.46960, 2.07654, -0.46334], [-4.71582, 2.57033, 0.80639], [-3.66805, 2.70531, 1.69957], [-2.38323, 2.34116, 1.33311], [-1.89821, -1.28035, -0.11012], [-4.02111, -2.39461, 2.69851], [-2.00142, -4.62266, -0.65352], [-0.53442, -3.94283, -2.54664], [0.05630, -1.57327, -2.84921], [-0.02964, 0.54249, -2.10615], [-0.27448, 2.32615, -0.84094], [-0.33946, 0.39068, 1.51128], [0.56360, 1.91546, 1.29950], [1.12687, -0.62218, -0.01108], [4.15847, 1.98301, 1.24375], [6.36650, 1.10415, 2.02190], [6.14186, -1.98539, -0.92786], [3.93932, -1.08164, -1.68382], [-2.99623, 1.32725, -1.81998], [-5.27893, 1.97363, -1.17089], [-5.71708, 2.85160, 1.09671], [-3.84878, 3.09651, 2.69000], [-1.57984, 2.46154, 2.04282], [-2.30947, -0.55178, 0.56782]]}

***

2.
{"formula": "C4H6OS", "method": "ωB97M-V/def2-TZVPD", "spin_multiplicity": 1, "molar_mass_da": 102.16, "relative_energy_kcal_mol": 91.7, "e_lumo_ev": 0.88, "energy_ha": -629.30111, "symbols": ["C", "C", "C", "C", "H", "H", "H", "H", "H", "H", "O", "S"], "positions_angstrom": [[0.79526, -1.04794, 0.29275], [-1.21962, 0.28028, -0.18785], [-0.47892, 0.93688, 0.89680], [0.84257, 0.24678, 1.19403], [1.93408, -1.13920, 0.19629], [0.02255, -1.94535, 0.95824], [-2.04228, -0.49614, 0.02354], [-1.58182, 1.11620, -0.79683], [-1.12650, 1.74739, 1.37572], [1.18774, 0.25605, 2.10147], [0.76582, 1.44167, 0.38675], [-0.25975, -0.84802, -1.25793]]}

***

3.
{"formula": "C5H9N2", "method": "ωB97M-V/def2-TZVPD", "spin_multiplicity": 2, "molar_mass_da": 97.14, "total_charge": 2, "relative_energy_kcal_mol": 19.0, "e_lumo_ev": [-9.61, -13.85], "energy_ha": -304.66736, "symbols": ["C", "C", "C", "C", "N", "C", "N", "H", "H", "H", "H", "H", "H", "H", "H", "H"], "positions_angstrom": [[-0.88310, 2.04053, -0.81344], [-0.46251, 1.26094, 0.45370], [0.28397, 0.02700, 0.27330], [1.11493, -0.69190, 1.17207], [1.16775, -2.02540, 0.70318], [0.32705, -2.15340, -0.31841], [-0.27297, -0.96447, -0.51246], [-1.68429, 2.71599, -0.56563], [-1.13032, 1.43125, -1.67991], [-0.11668, 2.63217, -1.31984], [-1.37298, 0.87071, 0.97001], [0.19767, 1.94425, 1.01277], [1.66486, -0.53676, 2.08465], [1.81110, -2.79634, 0.89408], [0.27164, -2.93174, -1.06491], [-0.91612, -0.82283, -1.28916]]}

***

4.
{"formula": "C12H11NO", "method": "ωB97M-V/def2-TZVPD", "spin_multiplicity": 1, "smiles": "O[C@H](c1ccccc1)c1ccncc1", "molar_mass_da": 185.23, "relative_energy_kcal_mol": 58.6, "e_lumo_ev": 0.73, "energy_ha": -593.77512, "symbols": ["O", "C", "C", "C", "C", "C", "C", "C", "C", "C", "C", "N", "C", "C", "H", "H", "H", "H", "H", "H", "H", "H", "H", "H", "H"], "positions_angstrom": [[-0.55266, -1.30380, -1.87574], [-0.83808, -0.26891, -0.87799], [0.09968, 0.90094, -1.03304], [1.47826, 0.64853, -1.16362], [2.19361, 1.72867, -1.21554], [1.69151, 3.06349, -1.12598], [0.28289, 3.25362, -1.02159], [-0.49223, 2.12760, -0.92198], [-0.63197, -0.97199, 0.43323], [-0.07025, -2.26998, 0.49500], [-0.24436, -2.96457, 1.74797], [-0.68659, -2.34925, 2.77733], [-1.02852, -1.04424, 2.69691], [-1.11423, -0.39505, 1.59285], [-0.19757, -0.87266, -2.63754], [-1.91534, 0.04837, -1.08848], [1.91087, -0.37582, -1.05859], [3.34668, 1.54078, -0.97712], [2.52100, 3.82630, -1.23862], [-0.02459, 4.25352, -0.74090], [-1.62021, 2.40270, -0.79443], [0.43184, -2.74771, -0.42551], [0.11908, -4.00293, 1.66923], [-1.65144, -0.68213, 3.63159], [-1.65080, 0.63612, 1.58775]]}